# 1
ORCA calculation (ωB97M-V/def2-TZVPD) on a cluster of 2 separate species, C15H24BCl3O2Si in total.

```
! wB97M-V def2-TZVPD RIJCOSX def2/J DEFGRID3
* xyz 0 1
C 2.7398 -2.2928 -3.9424
C 1.6439 -1.5926 -3.1279
C 1.8591 -1.6783 -1.6464
C 2.1836 -0.6378 -0.7888
C 3.1341 -0.9110 0.3236
O 1.7091 -2.9215 -1.1309
Si 0.1850 -3.3659 -0.3349
C -0.4129 -4.9323 -1.1287
C 0.7189 -3.5666 1.4283
C -1.0369 -1.9856 -0.6530
H 2.4689 -2.2935 -5.0033
H 3.7035 -1.7833 -3.8485
H 2.8657 -3.3365 -3.6265
H 1.5957 -0.5285 -3.3875
H 0.6671 -2.0479 -3.3604
H 2.1318 0.3553 -1.2243
H 3.8160 -0.0558 0.4239
H 2.6388 -1.0504 1.2896
H 3.7318 -1.8119 0.1227
H -1.3758 -5.2024 -0.6667
H -0.5708 -4.8104 -2.2098
H 0.2942 -5.7571 -0.9666
H -0.1666 -3.7781 2.0453
H 1.4163 -4.4156 1.5037
H 1.2176 -2.6811 1.8432
H -1.9245 -2.1816 -0.0264
H -0.6484 -0.9841 -0.4006
H -1.3503 -1.9629 -1.7102
Cl -1.6818 3.0109 -1.1745
B -0.2089 2.7974 -0.0761
Cl 1.3083 3.7197 -0.6784
Cl -0.6347 3.3241 1.6799
O 0.1273 1.3460 -0.1093
C 0.9414 0.7541 0.7161
C 0.3778 0.1717 1.9321
C 1.1712 -0.0372 3.0804
C 0.6234 -0.7003 4.1808
C -0.6962 -1.1588 4.1506
C -1.5077 -0.8756 3.0492
C -0.9971 -0.1652 1.9687
H 1.9924 1.1026 0.7287
H 2.1901 0.3452 3.0702
H 1.2273 -0.8610 5.0760
H -1.1096 -1.7213 4.9892
H -2.5490 -1.1964 3.0336
H -1.6249 0.1368 1.1338
*
```

Properties
- ΔE to the lowest compared entry with this formula, charge and spin: 0.0 kcal per mole
- Strongest force on any atom: 2.72 eV Å⁻¹
- Kohn-Sham gap: 0.25552 Eh

Formally, the natural (NBO) partial charges of the atoms, in units of the elementary charge, are as follows: C -0.60; C -0.48; C 0.51; C -0.39; C -0.64; O -0.85; Si 1.90; C -1.15; C -1.16; C -1.16; H 0.22; H 0.21; H 0.22; H 0.23; H 0.22; H 0.23; H 0.22; H 0.20; H 0.23; H 0.25; H 0.25; H 0.25; H 0.24; H 0.25; H 0.25; H 0.24; H 0.26; H 0.25; Cl -0.23; B 0.41; Cl -0.27; Cl -0.27; O -0.68; C 0.54; C -0.23; C -0.13; C -0.23; C -0.16; C -0.18; C -0.12; H 0.20; H 0.23; H 0.23; H 0.23; H 0.22; H 0.25

***

# 2
ORCA calculation (ωB97M-V/def2-TZVPD) on a structure of composition C15H9Br4Cl3GeO5Pb.

```
! wB97M-V def2-TZVPD RIJCOSX def2/J DEFGRID3
* xyz 1 2
Pb -0.3023 0.1696 -1.6356
Br 3.8864 5.6796 0.1063
C 3.1203 3.9716 0.1776
C 3.9211 2.8419 0.4958
Br 5.7502 3.0463 0.7493
C 3.3415 1.5572 0.6105
Br 4.3746 0.0527 1.0474
C 2.0046 1.3812 0.3584
O 1.3768 0.2006 0.4275
C 1.1873 2.4988 -0.0731
O 0.0056 2.2842 -0.4286
C 1.7832 3.8071 -0.0982
Br 0.6665 5.2252 -0.5668
C -1.9835 -7.2699 0.3577
O -1.1128 -6.1736 0.0992
C -1.6252 -4.9451 0.0541
C -2.9924 -4.6596 0.2105
C -3.4090 -3.3597 0.1219
C -2.5276 -2.2947 -0.1451
C -3.0605 -0.9717 -0.3135
C -4.4110 -0.6214 0.2395
O -2.4713 -0.0638 -0.9517
C -1.1317 -2.5866 -0.2677
O -0.2000 -1.6535 -0.4010
C -0.7228 -3.9123 -0.1645
H -1.3588 -8.1558 0.3345
H -2.7567 -7.3538 -0.4081
H -2.4497 -7.1777 1.3401
H -3.7122 -5.4451 0.3900
H -4.4666 -3.1467 0.2105
H -5.1904 -1.0405 -0.4026
H -4.5247 0.4596 0.2322
H -4.5504 -1.0075 1.2475
H 0.3276 -4.1458 -0.2730
Cl 1.5653 1.0035 3.4136
Ge 0.7252 -0.4377 2.1047
Cl -1.3561 -0.2289 2.3141
Cl 1.5391 -2.3428 2.3092
*
```

Properties
- Strongest force on any atom: 1.39 eV Å⁻¹
- Kohn-Sham gap (spin up / spin down): 0.29528 / 0.19881 Eh

Formally, the natural (NBO) partial charges of the atoms, in units of the elementary charge, are as follows: Pb 1.59; Br 0.18; C -0.17; C -0.06; Br 0.24; C -0.21; Br 0.17; C 0.32; O -0.86; C 0.35; O -0.61; C -0.14; Br 0.20; C -0.26; O -0.48; C 0.47; C -0.37; C -0.09; C -0.34; C 0.66; C -0.72; O -0.75; C 0.42; O -0.90; C -0.37; H 0.22; H 0.19; H 0.19; H 0.24; H 0.22; H 0.26; H 0.25; H 0.24; H 0.24; Cl -0.34; Ge 1.62; Cl -0.31; Cl -0.28